{
  "formula": "C5H6Cl2O",
  "method": "ωB97M-V/def2-TZVPD",
  "charge": 0,
  "energy_ha": -1189.7137,
  "homo_ha": -0.34432,
  "relative_energy_ev": 0.368,
  "smiles": "CC(=O)/C(Cl)=C(/C)Cl",
  "homo_lumo_gap_ev": 9.4871,
  "species": ["C", "C", "O", "C", "Cl", "C", "C", "Cl", "H", "H", "H", "H", "H", "H"],
  "coordinates": [[0.56259, 2.08128, 0.56032], [1.23284, 1.01849, -0.35777], [2.17616, 1.27689, -1.00161], [0.65382, -0.40048, -0.36051], [1.91064, -1.63222, -0.34310], [-0.68401, -0.70841, -0.28694], [-1.24502, -2.04619, 0.03638], [-1.83918, 0.50650, -0.72525], [0.06746, 1.64191, 1.44696], [-0.05849, 2.68739, -0.07672], [1.44241, 2.67213, 0.75554], [-2.08913, -1.89708, 0.76851], [-0.49537, -2.72553, 0.47521], [-1.63471, -2.47467, -0.89101]],
  "atomic_forces_ev_per_a": [[1.0, -1.3, -0.7], [-3.1, -0.8, 1.4], [2.3, 0.6, -1.4], [-1.5, -0.1, 0.5], [-0.8, 0.4, 0.2], [2.7, 0.1, -0.1], [-0.7, 0.0, 0.4], [0.0, 0.0, 0.3], [0.2, 0.5, -0.6], [-0.6, 0.1, 0.1], [0.1, 0.5, 0.8], [0.7, -0.3, -0.8], [-0.3, 0.4, -0.3], [-0.2, -0.2, 0.2]]
}